1.
A cluster of 18 separate species, H35O18 in total in a non-equilibrium geometry. Source: the OMol25 dataset; level of theory: ωB97M-V/def2-TZVPD.

Cartesian coordinates (Å):
O -0.9430 -0.5807 -0.4136
O 1.7537 4.0861 -2.4577
O -1.8335 1.0094 5.7145
O 0.0789 -2.3406 1.0390
O -4.1380 4.5481 1.4880
O -4.8327 1.4067 0.9508
O -2.5185 -2.9441 -0.3281
O -0.9484 0.9730 1.4778
O 3.9447 -1.3967 2.9017
O -3.2695 -0.8077 2.0703
O 5.4221 -0.1382 -2.9420
O 5.4275 -1.2644 -0.4194
O 0.6030 2.9077 -0.0921
O -4.2920 0.2858 -3.5590
O -0.4208 2.6672 -3.7210
O 1.9346 -3.4473 -2.2959
O 1.0450 0.1148 -1.5467
O 3.6899 -4.0416 1.1482
H -2.5428 1.5068 5.5589
H -0.1619 1.7628 -3.9854
H 4.9690 -0.8606 -2.4816
H 1.2832 -0.6217 -0.8948
H -1.7782 0.8384 1.8262
H -0.3990 2.5370 -0.0412
H -3.6101 -1.4567 1.6180
H 2.9193 -3.4078 -2.1860
H -3.5666 4.0618 1.0414
H 5.6966 -1.8240 0.3685
H 4.4965 -0.9625 2.3110
H -3.3180 0.6858 -3.3476
H -1.8191 -0.4078 -0.4229
H -4.6323 3.7842 2.0371
H 3.2841 -4.8903 1.3742
H 1.6992 4.6774 -1.6066
H -2.3487 -1.1113 2.4060
H 4.5412 -1.0563 -0.1184
H -2.2548 -2.6146 -1.0994
H 1.4046 3.2088 -2.1957
H -0.9652 0.4523 0.5938
H 1.8558 -3.5460 -1.2391
H 4.8949 0.7041 -2.8253
H 3.1775 -1.0382 2.9495
H -1.6845 -3.0391 -0.0050
H 0.0768 -1.4936 0.5892
H 0.1638 -2.0852 2.0410
H -0.0121 -0.0546 -1.4527
H 2.9206 -3.4134 1.4043
H -4.9785 0.9415 -3.7294
H -1.9896 0.2619 5.1140
H 0.0435 3.2936 -4.1642
H -4.3254 1.1267 0.2046
H 1.0250 2.0109 -0.4544
H -4.7672 0.9922 1.7970

Summary:
LUMO: 1.94 eV
Kohn-Sham gap: 8.603 eV
charge: -1
F_max: 0.174 Eh/bohr

Results of the Mulliken charge analysis, in e, for atoms 1 through 6: -0.943 -0.669 -0.597 -0.615 -0.622 -0.585

---

2.
A structure of composition C26H53As3CrN9O4P in a non-equilibrium geometry. Source: the OMol25 dataset; level of theory: ωB97M-V/def2-TZVPD.

Cartesian coordinates (Å):
As -0.9425 2.1511 0.9721
As -6.1281 4.2920 1.7185
As -2.1019 1.6713 -2.1007
Cr -0.0510 -0.4671 0.5897
P 0.0880 -1.8855 -2.3557
O -0.2492 -1.0059 3.4321
O 1.5902 -1.7787 -2.3177
O 1.3720 -0.0041 4.4420
O -0.6665 -0.9794 -1.3958
N 1.1252 -2.0630 0.7179
N -1.4138 -1.8498 1.1078
N 1.0139 -1.6092 -4.8557
N 0.7399 -0.3148 3.4579
N 0.4862 -4.6220 -2.3022
N 1.1137 0.1408 2.2109
N 1.6346 0.6141 -0.2988
N 2.5397 1.0312 0.6884
N 3.2075 0.9839 2.9015
C -2.9687 0.0412 3.0342
C -4.2012 -1.9823 3.3543
C -3.2814 3.1179 -1.4178
C -1.5861 2.6445 -3.7395
C -4.6896 -1.4843 4.5538
C -0.2342 -1.2640 -4.1171
C -7.3946 2.8067 1.5086
C 1.3642 -4.3526 0.8790
C 2.6845 -3.6963 0.7387
C -4.8339 4.1088 0.1824
C -0.5632 -3.6226 -2.4096
C -0.3955 2.7976 2.7565
C -3.8022 2.9708 0.0223
C -0.9361 -3.0487 1.1330
C -2.6845 3.1481 1.0541
C -3.3485 -1.2120 2.5756
C 0.4640 -3.1820 0.9321
C -4.4605 1.6109 0.2141
C -3.4427 0.5034 -2.9384
C 2.3065 0.7113 1.9809
C -3.4445 0.5370 4.2348
C 0.1301 3.4835 -0.0038
C 2.4783 -2.3718 0.6279
C -4.3253 -0.2225 4.9914
C -2.8620 -1.7277 1.2332
C -5.2435 3.7908 3.4032
H -3.0748 2.9027 2.0465
H -0.7572 2.1554 3.5602
H 2.9715 0.7724 3.8682
H -0.3368 -0.1807 -4.0621
H -2.3804 4.1999 1.0705
H 0.1357 -5.5453 -2.5351
H 1.7234 -1.6570 -4.0625
H -2.9485 -0.1656 -3.6433
H 2.0376 -0.1062 -0.9128
H -4.4980 -2.9703 3.0304
H -0.8592 2.0771 -4.3232
H 0.6903 2.8658 2.8379
H -3.1116 1.5014 4.5973
H -0.2242 4.4812 0.2569
H -4.3670 4.4095 3.5868
H 3.2247 -1.6064 0.4966
H -3.9530 -0.1118 -2.2005
H 0.0614 3.3649 -1.0860
H -8.3192 3.0662 2.0208
H 1.3631 1.4043 -0.8860
H 1.2624 -5.0828 1.6821
H -7.6247 2.6487 0.4566
H 0.9554 -2.5347 -5.2860
H 1.1763 3.4210 0.3025
H -2.2802 0.6174 2.4322
H -4.8306 1.4935 1.2321
H -3.1690 -1.0396 0.4390
H -5.9566 3.9713 4.2061
H 4.1108 1.3813 2.6932
H -5.5252 4.0732 -0.6637
H 1.1440 -4.8687 -0.0796
H -4.9779 2.7324 3.4163
H 3.6269 -4.2128 0.6974
H -1.5655 -3.9168 1.3093
H -4.7072 0.1605 5.9262
H -1.1296 3.5992 -3.4795
H -5.3486 -2.0902 5.1575
H -3.3355 -2.6962 1.0486
H 1.2868 -0.9389 -5.5780
H 3.4542 1.3684 0.4146
H -7.0080 1.8900 1.9537
H 1.2822 -4.4217 -2.8953
H -1.2609 -3.7524 -1.5791
H -2.7290 4.0581 -1.5048
H -4.1795 1.0960 -3.4786
H -3.7112 0.8350 0.0385
H -1.1504 -3.7075 -3.3339
H -4.3262 5.0753 0.1244
H -2.4538 2.8355 -4.3693
H -1.1165 -1.6799 -4.5985
H -5.2857 1.4745 -0.4840
H -0.8004 3.7987 2.9112
H -4.1224 3.1758 -2.1120

Summary:
2S+1: 2
⟨S²⟩: 0.7617
LUMO (spin up / spin down): -10.08 / -9.62 eV
Kohn-Sham gap (spin up / spin down): 3.327 / 3.782 eV
charge: +3
F_max: 0.035 Eh/bohr

Results of the Mulliken charge analysis, in e, for atoms 1 through 6: 0.755 0.337 0.904 -0.516 1.161 -0.517

---

3.
The ion C3H7N4 with charge +1 in a non-equilibrium geometry. Source: the OMol25 dataset; level of theory: ωB97M-V/def2-TZVPD.

Cartesian coordinates (Å):
N -0.8812 0.1887 -0.3066
N -1.2551 -0.9904 1.8785
N 0.9154 -0.8468 0.4161
N -1.8200 0.0464 2.0603
C -1.7380 -0.5154 0.5909
C 0.4455 0.0639 -0.3594
C 1.3643 0.9623 -1.1467
H 0.7384 1.5646 -1.8680
H 1.8821 -1.0969 0.2697
H 2.0795 0.4218 -1.6044
H -1.3738 0.9885 -0.6707
H 0.3613 -1.4873 0.9510
H -2.6549 -0.9564 0.4058
H 1.9366 1.6570 -0.6165

Summary:
structure (SMILES): C/C(N)=[NH+]/C1N=N1
LUMO: -3.85 eV
Kohn-Sham gap: 10.760 eV
charge: +1
F_max: 0.090 Eh/bohr

Results of the Mulliken charge analysis, in e, for atoms 1 through 6: -0.202 -0.105 -0.286 -0.280 -0.109 0.874

---

4.
A cluster of 2 separate species, C6H12OS2 in total in a non-equilibrium geometry. Source: the OMol25 dataset; level of theory: ωB97M-V/def2-TZVPD.

Cartesian coordinates (Å):
S -1.1342 1.3547 0.3109
S -1.4187 -0.9102 -1.6040
O -2.1098 -0.0008 -2.5269
C 2.1629 0.7595 -1.2952
C 2.2026 0.1187 1.0944
C -0.6102 1.3711 2.0962
C -2.7514 -2.1093 -0.9217
C 2.1218 -0.2961 -0.1755
C -1.1453 -0.2584 0.0147
H 1.6356 -1.2121 -0.3515
H 3.0682 0.5913 -2.0435
H -2.5941 -3.1440 -1.0680
H -3.5598 -1.9195 -1.4942
H 1.2706 0.7614 -1.8510
H 1.9634 -0.3250 2.0448
H -2.8886 -1.7014 0.0748
H 2.4079 1.7056 -0.9642
H -0.0447 0.4281 2.3780
H -1.5066 1.4464 2.6942
H 2.7941 1.0884 1.2809
H 0.1365 2.2518 2.3068

Summary:
structure (SMILES): CSC#S(C)=O.C=CC
LUMO: -0.50 eV
Kohn-Sham gap: 8.121 eV
F_max: 0.096 Eh/bohr

Results of the Mulliken charge analysis, in e, for atoms 1 through 6: 0.103 0.568 -0.629 -0.974 -0.856 -0.712

---

5.
A structure of composition C21H56Li3N3O13 in a non-equilibrium geometry. Source: the OMol25 dataset; level of theory: ωB97M-V/def2-TZVPD.

Cartesian coordinates (Å):
O 2.4538 -1.3216 0.8205
O 3.0806 -6.2386 -1.3675
O 1.9207 -4.7348 0.8477
O -3.0725 -2.4673 -2.2624
O 4.0420 0.4764 -1.5988
O 3.3085 1.1836 2.8655
O 2.8467 1.2208 -6.3438
O 0.4580 0.8728 3.0465
O -3.1348 -1.9136 0.5671
O 5.6742 0.0634 0.6731
O -1.8306 -1.0813 -4.4638
O -1.6089 0.5737 1.5586
O 2.3077 1.7760 -3.4519
N -2.2413 1.8445 1.4701
N -4.0856 -2.9052 2.3192
N -1.9139 -3.3337 1.8756
C 1.3763 -0.8527 0.0537
C -3.8865 4.1050 1.1185
C -4.5287 1.2641 2.3179
C -2.7069 3.7808 0.1146
C -2.6111 1.7424 3.8912
C -1.3145 -1.1609 -3.1370
C 4.9237 1.4898 -1.1723
C 1.6957 -6.1125 -1.1705
C 1.3957 -4.7774 -0.4992
C -3.6286 3.5422 2.4686
C -2.3602 2.2549 0.0511
C 2.4789 2.0173 3.7080
C 6.1463 0.8945 -0.4198
C -3.2241 2.0953 2.5592
C -3.0104 -2.6475 1.5595
C 3.1180 0.3337 -5.2720
C -0.9548 2.1589 -0.5717
C -3.4158 1.5019 -0.7354
C 1.1116 2.1541 3.0164
C 2.0240 0.5870 -4.1697
C -1.6636 -2.4764 -2.4803
Li 1.9156 -0.5374 2.7333
Li 2.6932 -3.1424 1.8778
Li 4.2202 -1.0801 -0.2246
H 1.3193 2.6297 2.0570
H 2.3540 1.3950 4.5962
H 6.7548 1.7132 -0.0348
H 3.1523 -0.7207 -5.5491
H -1.8615 4.3783 0.4589
H -2.2797 -0.0489 1.2311
H -0.2033 2.6408 0.0546
H -4.8222 3.7245 0.6973
H -1.6694 -0.3128 -2.5478
H -3.2511 0.4230 -0.8197
H -3.2253 -2.3906 -1.3137
H 2.2146 2.4808 -4.1053
H 3.2998 0.7780 -7.0710
H 2.9493 2.9878 3.8450
H -4.3848 0.2031 2.1040
H -1.6801 -0.1977 -4.8082
H 4.1132 1.6757 2.6964
H -5.1791 1.6318 1.5254
H 1.1269 -6.1774 -2.1003
H 3.5293 -6.3328 -0.5232
H 0.7637 -0.1407 0.6217
H -0.4000 0.9878 2.5665
H -3.6856 1.9478 -1.6914
H 0.6396 -1.6225 -0.2056
H 5.8968 0.5238 1.4837
H -1.1252 -3.3537 1.2553
H 1.6760 -0.2941 -0.8369
H -1.3958 -3.3546 -3.0690
H 0.4173 2.7017 3.6561
H 1.8519 -3.9381 -1.0195
H 0.3199 -4.6244 -0.3791
H 6.8294 0.3686 -1.0874
H -0.5943 1.1461 -0.7706
H -3.3143 2.0281 4.6744
H 4.4327 2.1431 -0.4411
H -5.1673 1.3797 3.1974
H -1.7077 2.3281 4.0659
H -4.3608 1.4109 -0.1972
H 4.0201 0.5596 -4.6922
H 1.0376 0.5367 -4.6342
H 1.3297 -7.0183 -0.6736
H 2.0681 -0.2714 -3.4952
H -2.8043 4.1431 2.8702
H -1.1733 -2.5155 -1.5018
H -2.8922 4.0228 -0.9323
H 5.2956 2.2259 -1.8888
H -0.2259 -1.0635 -3.2438
H -2.4096 0.6750 3.9658
H -1.8709 -3.7042 2.8088
H -4.0989 5.1726 1.1770
H -4.5295 3.7004 3.0648
H -4.9576 -2.5111 2.0096
H 3.4280 0.9340 -2.1998
H -4.0201 -3.4448 3.1636
H -0.8710 2.5698 -1.5810
H 1.3422 -5.2798 1.3939

Summary:
LUMO: -6.54 eV
Kohn-Sham gap: 6.054 eV
charge: +2
F_max: 0.058 Eh/bohr

Results of the Mulliken charge analysis, in e, for atoms 1 through 6: -1.067 -0.487 -0.457 -0.587 -0.369 -0.350

---

6.
A structure of composition C9H31BBaN3O21P3 in a non-equilibrium geometry. Source: the OMol25 dataset; level of theory: ωB97M-V/def2-TZVPD.

Cartesian coordinates (Å):
Ba 0.8742 0.6922 0.6288
P -0.1581 -1.7095 2.7186
P -0.7104 -1.6210 -0.9963
P -0.1130 1.8640 -2.3594
O -0.1085 -2.2850 -2.3469
O 0.2106 -1.5241 4.3411
O -1.6700 1.7427 -2.5514
O 2.3248 -1.5648 -0.5063
O -2.1357 -0.9347 -1.4376
O 3.0218 0.3433 3.8686
O 3.1020 2.2071 2.8841
O 3.3882 -0.5225 -2.0829
O 0.4778 1.1734 -3.6980
O 0.2859 -0.7138 -0.3856
O 0.3407 1.2892 -1.0427
O 2.5904 0.4796 -0.4878
O 0.9361 -2.8831 2.2180
O -1.6000 -2.4635 2.5986
O 2.4776 0.5869 1.7790
O -3.1251 1.4911 0.8425
O -1.7400 3.0215 1.4605
O -0.0839 -0.4216 1.9317
O 0.2441 3.4017 -2.4699
O -1.1631 -2.8561 -0.0397
O -0.9892 1.1464 0.8642
N 2.8378 -0.5800 -0.9994
N -1.9653 1.8515 1.1287
N 2.8544 1.0043 2.8274
C 0.3723 -1.3717 -3.3555
C -2.2340 -3.6867 -0.4776
C -0.2083 4.4474 -1.6095
C -3.0048 -0.3305 -0.4245
C 1.8678 1.4328 -4.1535
C -2.6706 2.2008 -1.7157
C -1.7972 -3.6158 1.7839
C 2.1384 -2.5158 1.6215
C 1.5176 -1.1332 4.8799
B 1.1862 2.9503 1.0589
H -1.9100 -4.4935 2.4204
H 2.8460 -3.1608 2.1423
H 1.1951 4.0286 1.0186
H 1.0884 -1.7983 -4.0578
H -3.3122 1.3428 -1.5146
H 1.7038 1.7851 -5.1719
H -2.8139 -3.4730 1.4181
H 2.4496 -1.4737 1.6941
H -2.3760 0.0683 0.3715
H -3.7312 -1.0833 -0.1181
H 2.1569 -2.7877 0.5661
H -2.6210 -3.3319 -1.4328
H 2.1808 -0.6410 4.1684
H -3.3776 2.9441 -2.0840
H -3.5517 0.4210 -0.9940
H 0.6962 2.5565 0.1820
H 2.4896 0.5377 -4.1425
H 2.2245 2.6789 1.1711
H 2.2748 2.2477 -3.5549
H -3.0711 -3.7939 0.2122
H 0.4344 -0.2971 -3.1833
H -0.3412 4.0627 -0.5983
H -1.2286 4.7712 -1.8152
H -1.8708 -4.6672 -0.7855
H 2.0439 -1.9821 5.3161
H -2.2192 2.4838 -0.7647
H 1.4879 -0.3750 5.6625
H -1.0162 -3.7783 1.0410
H -0.5575 -1.3305 -3.9227
H 0.6209 2.7099 1.9460
H 0.5339 5.2360 -1.4855

Summary:
LUMO: 4.00 eV
Kohn-Sham gap: 3.812 eV
charge: -2
F_max: 0.385 Eh/bohr

Results of the Mulliken charge analysis, in e, for atoms 1 through 6: 3.834 -0.099 -0.959 -0.371 -0.400 -0.356